Record 1
The molecule C13H17ClN2O3, computed with the ωB97M-V functional and the def2-TZVPD basis.

Geometry as XYZ:
```
36
Properties=species:S:1:pos:R:3:mulliken_charge:R:1
O -0.59 -0.47 -1.74 -0.759
C 0.27 -1.31 -1.45 0.479
N 1.35 -1.58 -2.18 -0.073
C 1.73 -0.82 -3.34 -0.873
C 2.68 0.33 -3.01 -0.423
C 2.12 1.28 -1.94 -0.381
O 0.90 1.86 -2.28 -0.596
C 0.20 -2.11 -0.15 0.541
O 1.08 -2.88 0.17 -0.707
N -0.92 -1.82 0.53 -0.100
C -1.13 -2.17 1.91 -0.807
C -0.58 -1.08 2.85 -1.055
C -1.11 0.27 2.44 0.070
C -0.40 1.04 1.52 0.123
C -0.90 2.24 1.06 -0.768
C -2.13 2.68 1.53 0.359
Cl -2.77 4.18 0.97 -0.230
C -2.84 1.94 2.46 -0.699
C -2.33 0.73 2.90 -0.251
H 2.00 -2.25 -1.77 0.247
H 0.81 -0.42 -3.77 0.370
H 2.19 -1.49 -4.07 0.374
H 3.63 -0.07 -2.65 0.333
H 2.87 0.89 -3.92 0.308
H 2.04 0.74 -0.98 0.065
H 2.83 2.10 -1.80 0.441
H 0.20 1.18 -2.23 0.469
H -1.49 -1.09 0.13 0.330
H -2.21 -2.30 2.07 0.417
H -0.62 -3.12 2.10 0.374
H 0.50 -1.09 2.80 0.334
H -0.88 -1.32 3.88 0.465
H 0.56 0.69 1.16 0.346
H -0.36 2.82 0.33 0.454
H -3.79 2.30 2.83 0.415
H -2.89 0.15 3.62 0.407
```

Output
* F_max: 0.0105 hartree/bohr
* LUMO energy: 0.65 eV
* SMILES: O=C(NCCCO)C(=O)NCCc1ccc(Cl)cc1

***

Record 2
A structure of composition C26H17BrNO2PtS at a distorted geometry, computed with the ωB97M-V functional and the def2-TZVPD basis.

Geometry as XYZ:
```
49
Properties=species:S:1:pos:R:3:lowdin_spin:R:1
Pt 0.29 -0.93 0.08 1.602
S 4.52 -2.08 0.85 0.032
C 4.37 -2.02 -0.85 0.005
C 3.09 -1.76 -1.25 0.040
C 2.21 -1.59 -0.15 0.225
C 2.85 -1.74 1.05 0.061
C 2.15 -1.64 2.32 0.014
C 2.73 -1.78 3.58 0.007
C 1.92 -1.72 4.70 -0.003
C 0.56 -1.53 4.55 0.010
C 0.05 -1.39 3.28 0.017
N 0.82 -1.43 2.19 0.164
H 5.24 -2.18 -1.47 0.002
H 2.81 -1.69 -2.29 0.004
H 3.79 -1.94 3.66 0.001
H 2.36 -1.83 5.68 0.000
H -0.11 -1.49 5.40 0.001
H -1.01 -1.23 3.11 0.002
C -2.93 -2.12 -4.40 -0.005
C -1.58 -2.07 -4.07 0.010
C -1.18 -1.78 -2.77 0.020
C -2.12 -1.55 -1.76 0.055
C -1.71 -1.24 -0.43 0.267
C -2.74 -1.00 0.53 0.082
C -4.08 -1.07 0.21 0.009
C -4.47 -1.37 -1.10 0.043
C -3.50 -1.61 -2.10 0.008
C -3.89 -1.90 -3.41 0.012
H -3.23 -2.34 -5.41 -0.001
H -0.84 -2.24 -4.84 0.001
H -0.13 -1.74 -2.52 0.019
H -2.47 -0.74 1.54 0.008
H -4.83 -0.89 0.96 0.001
H -5.52 -1.41 -1.36 0.002
H -4.94 -1.94 -3.66 0.001
Br -1.44 6.59 -0.88 0.264
C -0.06 5.41 -0.36 0.218
C 1.17 5.93 0.00 0.101
C 2.19 5.06 0.39 0.040
C 1.97 3.69 0.41 0.240
C 0.73 3.19 0.04 0.057
C -0.30 4.05 -0.36 0.070
C 0.48 1.73 0.05 0.025
O -0.46 1.23 -0.61 0.099
O 1.24 0.98 0.74 0.160
H 1.34 7.00 -0.02 0.001
H 3.15 5.46 0.67 -0.001
H 2.75 3.01 0.72 0.009
H -1.25 3.65 -0.66 0.001
```

Output
* net charge: +1
* F_max: 0.0540 hartree/bohr
* LUMO energy (spin up / spin down): -3.94 / -8.40 eV
* spin multiplicity: 5

***

Record 3
A cluster of 2 separate species, C9H14 in total at a distorted geometry, computed with the ωB97M-V functional and the def2-TZVPD basis.

Geometry as XYZ:
```
23
Properties=species:S:1:pos:R:3:mulliken_charge:R:1
C -2.04 0.71 -0.79 -1.651
C -1.27 0.33 0.42 0.464
C -1.37 -0.97 0.93 -0.151
C -0.62 -1.41 2.00 -0.583
C 0.33 -0.59 2.57 -0.449
C 0.37 0.75 2.16 -0.389
C -0.47 1.20 1.17 -0.082
H -2.38 -0.16 -1.36 0.374
H -1.58 1.42 -1.47 0.310
H -2.99 1.15 -0.47 0.416
H -2.04 -1.62 0.40 0.331
H -0.73 -2.45 2.28 0.342
H 0.91 -0.79 3.47 0.378
H 1.12 1.37 2.63 0.365
H -0.39 2.23 0.84 0.302
C 1.69 0.24 -1.22 -0.429
C 1.59 -0.56 -2.54 -0.930
H 0.81 0.05 -0.60 -0.153
H 2.50 -0.11 -0.58 0.373
H 1.82 1.31 -1.40 0.324
H 2.43 -0.31 -3.19 0.312
H 1.66 -1.62 -2.34 0.271
H 0.64 -0.19 -2.93 0.254
```

Output
* F_max: 0.0339 hartree/bohr
* LUMO energy: 1.00 eV
* SMILES: Cc1ccccc1.CC

***

Number 1: E_tot -1301.05829 Ha. Number 2: E_tot -4297.30285 Ha. Number 3: E_tot -351.31090 Ha.